[1]
ORCA calculation (wB97M-V/def2-TZVPD) on an isolated ion of composition C6H13IN and charge +1.

Each line ends with the natural charge from an NBO analysis.
CARTESIAN COORDINATES (ANGSTROEM)
C (1.8678, 0.7741, 1.8260)  -0.32
C (1.8323, 0.2947, 0.6115)  -0.22
C (0.6720, 0.8162, -0.5363)  -0.01
N (0.7346, -0.1649, -1.6167)  -0.77
I (1.1834, 2.7725, -1.2962)  0.22
C (-0.7644, 0.8908, 0.0916)  -0.45
C (-1.1662, -0.4169, 0.6295)  -0.47
C (-1.9405, -1.5432, -0.2343)  -0.60
H (2.4286, 0.4071, 2.5961)  0.23
H (1.2080, 1.6027, 2.0989)  0.21
H (2.3927, -0.5608, 0.2579)  0.19
H (0.8782, 0.3361, -2.5710)  0.47
H (-0.0426, -0.8277, -1.7381)  0.47
H (1.6936, -0.6637, -1.5854)  0.46
H (-0.8419, 1.7201, 0.8300)  0.27
H (-1.4395, 1.1794, -0.8744)  0.22
H (-1.8739, -0.2185, 1.4670)  0.25
H (-0.4338, -0.9732, 1.1849)  0.23
H (-1.2607, -2.1458, -0.7154)  0.18
H (-2.5113, -2.1841, 0.4331)  0.25
H (-2.6163, -1.0947, -0.8588)  0.21

Atomic forces in eV per Å
-1.94 1.57 -1.20
-2.43 0.59 -2.48
1.37 0.77 3.97
2.84 -0.23 -3.60
0.09 -0.42 0.02
0.12 1.17 -3.67
-3.14 -2.61 1.73
0.98 1.92 3.21
1.72 -1.01 1.64
0.18 -0.17 -0.10
0.30 -0.05 0.09
-0.83 -0.71 1.70
0.12 0.06 0.50
-1.98 0.34 0.26
0.26 -0.61 -0.69
1.14 -0.41 2.40
0.20 0.10 -0.61
1.01 0.15 0.02
1.48 -1.53 -1.48
0.14 0.03 0.17
-1.64 1.04 -1.89

SMILES = C=C[C@]([NH3+])(I)CCC
2S+1 = 1
Net charge = +1
Highest occupied orbital energy = -13.5 eV
Energy above the lowest of the compared OMol25 structures with the same formula, charge and spin = 43.0 kcal per mole
LUMO level = -3.8 eV
Frontier orbital gap = 9.705 eV

***

[2]
ORCA calculation (wB97M-V/def2-TZVPD) on a 3-piece molecular cluster, C6H13INO overall.

Each line ends with the natural charge from an NBO analysis.
CARTESIAN COORDINATES (ANGSTROEM)
C (-1.6337, 0.6500, 1.2065)  0.48
C (1.6894, 0.8873, 0.9814)  -0.73
C (0.5703, -1.3777, 1.3711)  -0.70
C (0.1800, 1.3343, -1.2837)  -0.48
C (-0.2081, -1.0870, -1.3777)  -0.45
C (0.7920, -0.0917, 0.5754)  0.54
N (0.2891, 0.0208, -0.6254)  -0.31
O (-1.8894, 1.6318, 1.6737)  -0.43
I (-3.8844, -0.8259, -1.1488)  -0.04
H (2.7237, 0.4393, 1.0454)  0.30
H (1.4703, 1.1028, 2.0673)  0.28
H (1.7302, 1.7047, 0.3062)  0.26
H (0.7934, -1.2504, 2.4229)  0.27
H (1.2020, -2.1635, 0.9855)  0.27
H (-0.4408, -1.6513, 1.1120)  0.25
H (-0.1111, 2.2656, -0.6482)  0.25
H (0.9921, 1.6713, -1.9632)  0.25
H (-0.7279, 1.1781, -1.8341)  0.24
H (0.3333, -1.0727, -2.3630)  0.25
H (0.0003, -1.9354, -0.7098)  0.23
H (-1.2854, -1.1318, -1.5277)  0.25
H (-2.5854, -0.2985, -0.2659)  0.03

Atomic forces in eV per Å
-0.48 -0.06 0.52
2.15 1.18 3.38
0.13 1.17 -1.16
-0.91 1.90 -0.02
0.31 -1.46 -0.17
-0.62 -3.45 -1.99
0.83 1.69 1.04
-0.12 0.64 0.28
0.29 0.27 0.38
-0.93 0.13 -0.17
0.34 0.54 -1.06
0.16 0.97 0.06
-0.29 0.10 0.11
0.46 -0.24 -0.13
-0.38 -0.40 0.84
0.84 -2.02 -0.38
-0.31 -0.78 0.49
-0.29 0.28 -0.92
-0.52 -0.44 0.99
0.19 -0.23 -1.33
0.21 0.57 -0.23
-1.05 -0.36 -0.51

2S+1 = 1
Net charge = +1
Highest occupied orbital energy = -13.1 eV
Energy above the lowest of the compared OMol25 structures with the same formula, charge and spin = 8.4 kcal per mole
LUMO level = -4.5 eV
Frontier orbital gap = 8.618 eV

***

[3]
ORCA calculation (wB97M-V/def2-TZVPD) on C6H13LiO4 as an isolated structure.

Each line ends with the natural charge from an NBO analysis.
CARTESIAN COORDINATES (ANGSTROEM)
O (0.9393, -0.5443, 0.2849)  -0.54
C (-0.3382, -0.6170, 0.7711)  1.06
O (-0.7056, -1.7048, 1.3197)  -0.90
O (-0.5502, 0.4729, 1.5690)  -0.53
C (-0.7832, 1.7382, 0.9578)  -0.07
C (1.4904, -1.7389, -0.2578)  -0.06
H (1.8000, -2.4315, 0.5380)  0.18
H (0.7660, -2.2957, -0.8737)  0.17
C (2.6656, -1.3389, -1.1179)  -0.62
H (2.3158, -0.7187, -1.9547)  0.21
H (3.3898, -0.7616, -0.5273)  0.21
H (3.1526, -2.2383, -1.5174)  0.21
C (-0.8329, 2.7878, 2.0441)  -0.62
H (-1.7523, 1.7055, 0.4362)  0.18
H (0.0297, 1.9592, 0.2520)  0.17
H (-1.7273, 2.6473, 2.6668)  0.21
H (-0.8812, 3.7849, 1.5864)  0.21
H (0.0613, 2.7392, 2.6799)  0.22
Li (-2.2063, -2.1911, 0.3399)  0.96
O (-1.6100, -0.6930, -0.5789)  -0.88
C (-1.3665, -0.2390, -1.8765)  -0.24
H (-1.7837, 0.7713, -2.0347)  0.15
H (-0.2788, -0.1987, -2.0520)  0.16
H (-1.7943, -0.8950, -2.6549)  0.16

Atomic forces in eV per Å
-0.86 0.31 -1.09
0.25 -1.95 2.32
-0.07 -0.11 -0.45
-0.83 0.43 -0.84
0.10 0.09 -0.23
0.02 -0.61 -0.29
-0.15 0.36 0.03
-0.07 0.36 0.24
0.12 0.13 -0.06
0.19 -0.14 0.18
-0.13 -0.17 -0.22
-0.05 0.26 0.08
-0.03 0.13 0.20
0.37 -0.03 -0.08
-0.22 -0.05 -0.01
0.30 0.05 -0.08
-0.02 -0.21 0.13
-0.24 0.01 -0.16
0.67 0.61 0.12
0.32 0.17 0.15
0.31 0.36 -0.04
0.16 -0.16 -0.04
-0.17 0.14 -0.14
0.02 0.03 0.31

2S+1 = 1
Highest occupied orbital energy = -9.0 eV
Energy above the lowest of the compared OMol25 structures with the same formula, charge and spin = 9.0 kcal per mole
LUMO level = -0.3 eV
Frontier orbital gap = 8.746 eV

***

Among the records above, which one has the lowest LUMO level? C6H13INO

***

What is the formula in the first record? C6H13IN